ORCA calculation (wB97M-V/def2-TZVPD) on a cluster of 7 separate species, C27H71ClN5O12 in total.

ORCA input file:
```
! RIJCOSX wB97M-V def2-TZVPD def2/J DEFGRID3
* xyz -1 1
Cl 1.74176 -0.38426 -0.34987
O 2.38228 0.91066 -0.36731
O -6.27037 4.29265 -1.42179
O -2.01754 1.43274 3.98578
O 0.34631 -0.27029 0.01340
O 3.49204 -3.72153 3.86729
O 1.81928 -0.94390 -1.68572
O 5.29970 -3.95904 -0.53551
O -4.19875 0.36264 0.01313
O 0.56653 -5.06668 -1.78634
O 2.42708 -1.25136 0.57859
O 2.36728 5.98509 -2.53494
O -1.52257 3.34791 -3.11470
N 0.12922 3.11326 3.38785
N 4.56138 -1.41898 -3.17258
N 1.24603 3.42039 -2.40492
N 0.05146 -3.35660 2.71281
N -4.92423 2.88550 0.67060
C -2.81255 0.99069 5.06491
C -4.48211 2.03496 1.77212
C 4.63579 -2.81523 -2.65176
C 5.24268 -3.78103 -3.66085
C 1.26331 -2.95678 3.42590
C 2.21326 -4.12382 3.46330
C 0.88227 -2.41332 4.79716
C -1.71639 -5.40222 -2.26891
C 2.70382 3.58269 -2.47421
C -6.59935 4.36949 -2.79852
C -6.88636 3.20052 -0.79604
C 0.24071 1.63535 3.10508
C -0.66467 2.35268 -3.55442
C -0.90954 -3.47476 -0.81227
C -0.74545 0.85121 3.97038
C 2.90207 7.23391 -2.89730
C 1.67540 1.22842 3.39825
C -0.77400 -4.92693 -1.19999
C -6.38843 3.00834 0.61305
C -2.81501 0.11087 -0.27976
C -2.78650 2.88532 -2.72576
C 3.03257 4.91246 -3.16209
C 3.98730 -4.27238 -0.14534
C -4.47488 0.54147 1.37077
C 5.36301 -2.78250 -1.30924
C 0.72964 2.94458 -3.69112
C 4.47426 -4.72830 3.73019
H -2.18168 0.91021 0.10371
H -1.86444 -3.35088 -0.28076
H 0.05157 1.53448 2.03558
H -5.13235 2.13996 2.64191
H -1.69036 -4.79356 -3.17291
H -2.75211 0.03357 -1.36108
H -2.61757 2.01991 -2.07940
H -0.79960 -0.13053 3.47729
H 1.90043 1.32485 4.46466
H -0.86858 3.25393 3.54051
H -2.73765 -5.44928 -1.88472
H 0.34051 -3.20991 5.32544
H -1.04841 -2.88513 -1.71859
H 0.10743 -1.66095 4.63030
H -1.43643 -6.41479 -2.56653
H -3.33992 3.62662 -2.14713
H -6.92270 2.16783 1.09020
H -7.98346 3.30851 -0.76860
H 3.58872 -3.08706 -2.46646
H -7.65246 4.12125 -2.96490
H 2.60722 7.52581 -3.91397
H 2.46064 7.97918 -2.23341
H 5.08285 -4.75732 4.63007
H -0.58555 1.50117 -2.85744
H 0.66746 3.82802 -4.33041
H 5.18564 -3.46455 -4.70060
H 0.32045 -3.63445 1.77438
H -3.86850 -0.08903 2.04053
H 3.68056 -1.05959 -2.81398
H 3.98798 7.21666 -2.75510
H 2.75500 4.91049 -4.23004
H 1.82015 -4.88730 4.16456
H 1.63470 -1.95251 5.42900
H -0.73036 -5.67345 -0.40027
H 5.06165 -4.46476 2.84294
H 3.33995 -4.54501 -0.98466
H 6.38846 -2.51580 -1.59594
H 2.29581 1.81329 2.72493
H -6.75857 3.83141 1.24576
H 6.27928 -4.01631 -3.40099
H 1.78426 -2.11483 2.94314
H -0.08742 -3.07374 -0.22908
H 1.82420 0.16477 3.18549
H 4.07555 -5.72535 3.51635
H -0.27898 0.78527 4.96207
H 5.00637 -1.92573 -0.72263
H 1.13661 2.70161 -1.68990
H -3.06817 -0.07188 4.97780
H 4.35037 -1.52262 -4.16270
H -3.44959 2.62562 -3.56451
H 3.51082 -3.45447 0.41060
H -5.45612 0.08882 1.59250
H -4.73523 2.38113 -0.19415
H 2.22011 -4.68635 2.51498
H 3.20313 2.81786 -3.07958
H 1.22564 -4.83565 -1.12432
H 4.72160 -4.74064 -3.58738
H 1.38541 2.16525 -4.10802
H -6.70187 2.27921 -1.37844
H -2.58370 -0.87064 0.14064
H -0.50300 -2.51879 2.55368
H -3.69989 1.62001 5.06343
H 4.11936 5.09778 -3.14561
H -3.46435 2.31520 2.04270
H -0.95470 1.90811 -4.51920
H 3.10481 3.72883 -1.47338
H 0.53235 3.24397 4.31610
H 4.05109 -5.13564 0.52035
H -2.28162 1.11830 6.01702
H -5.98227 3.65530 -3.35532
H -6.37826 5.39052 -3.09586
*
```

Values from the calculation:
frontier orbital gap = 0.315 Ha
calculated total energy = -2707.8191 Ha
E_LUMO = 2.4 eV